No. 1
Formula: C6H10O
Source: the OMol25 dataset
Level of theory: the ωB97M-V functional and the def2-TZVPD basis

structure (SMILES)	C/C=C\CCC=O
energy relative to the best compared isomer or geometry (same formula, charge and spin)	23.0	kcal per mole
calculated total energy	-8430.2446	eV
net charge	0
multiplicity	1

Last column: Löwdin charge in e.
Geometry (Å):
O 2.7347 -0.0591 -0.6401  0.0616
C 0.0671 0.9237 -0.8538  -0.1959
C -0.4505 0.1516 1.5405  -0.1878
C 0.5062 -0.3571 -1.5157  -0.1780
C 0.1988 0.8294 0.6156  -0.1486
C -1.8326 -0.3453 1.5490  -0.1013
C 1.8870 -0.7561 -1.1503  -0.2806
H -0.9503 1.1118 -1.1706  0.1075
H 2.0674 -1.7691 -1.5711  0.1201
H -0.0842 -1.2538 -1.2917  0.1243
H -2.2853 -0.3504 0.5583  0.0713
H -2.3942 0.3231 2.2178  0.0856
H 1.0561 1.3124 1.0463  0.0987
H 0.0462 0.1764 2.5094  0.1027
H 0.5401 -0.3346 -2.6139  0.1287
H 0.6999 1.7603 -1.1618  0.1199
H -1.8064 -1.3633 1.9322  0.0717

No. 2
Formula: C2H4Cl2N2
Source: the OMol25 dataset
Level of theory: the ωB97M-V functional and the def2-TZVPD basis

energy relative to the best compared isomer or geometry (same formula, charge and spin)	22.4	kcal per mole
calculated total energy	-30157.7566	eV
net charge	0
multiplicity	3
⟨S²⟩	2.0077

Last column: Löwdin charge in e.
Geometry (Å):
Cl -3.3950 -0.5064 0.7047  0.3594
Cl -3.9645 1.5517 -1.0389  0.4133
N -0.1550 0.0196 -0.2233  0.1413
N -2.9007 0.2327 -0.7654  -0.8770
C 0.3534 -2.3004 0.7138  -0.0484
C 0.0637 -1.0110 0.1714  -0.2831
H -0.3709 -3.0221 0.5497  0.0575
H 0.4182 -2.1521 1.8082  0.1036
H -1.8266 0.5501 -0.7910  0.0149
H 1.3726 -2.5878 0.3057  0.1185

No. 3
Formula: CH2Cl2O3S
Source: the OMol25 dataset
Level of theory: the ωB97M-V functional and the def2-TZVPD basis

energy relative to the best compared isomer or geometry (same formula, charge and spin)	26.2	kcal per mole
calculated total energy	-43087.7956	eV
net charge	0
multiplicity	1

Last column: Löwdin charge in e.
Geometry (Å):
Cl -2.2772 0.8128 0.5376  0.6968
Cl 0.9607 1.6185 -0.9853  0.6215
S -0.3770 -0.8504 -0.3212  0.4960
O -0.7629 -0.3252 -1.5592  -0.3890
O -0.0462 -2.1989 -0.1632  -0.2754
O -1.6740 -0.7372 0.6895  -0.7119
C 1.1967 0.5308 0.3124  -0.5229
H 0.6550 0.8825 1.1409  -0.0104
H 2.3250 0.2672 0.3485  0.0953

No. 4
Formula: CH4N3P
Source: the OMol25 dataset
Level of theory: the ωB97M-V functional and the def2-TZVPD basis

structure (SMILES)	C1N=NNP1
energy relative to the best compared isomer or geometry (same formula, charge and spin)	60.3	kcal per mole
calculated total energy	-14858.1329	eV
net charge	0
multiplicity	1

Last column: Löwdin charge in e.
Geometry (Å):
P 0.8062 0.6840 -0.3463  0.8391
N -1.5465 -0.5512 -0.1835  -0.1154
N -1.7443 0.6273 -0.1048  -0.1855
N -0.7842 1.4410 0.1034  -0.2776
C -0.1851 -0.9392 -0.2843  -0.4707
H 1.4442 0.7305 0.9819  -0.0942
H 0.1199 -1.6433 0.6928  0.1237
H -1.1531 2.4008 0.0336  0.1008
H -0.0369 -1.5616 -1.2541  0.0799

No. 5
Formula: C5H8O
Source: the OMol25 dataset
Level of theory: the ωB97M-V functional and the def2-TZVPD basis

energy relative to the best compared isomer or geometry (same formula, charge and spin)	135.8	kcal per mole
calculated total energy	-7356.3675	eV
net charge	0
multiplicity	1

Last column: Löwdin charge in e.
Geometry (Å):
O 0.6604 -1.5197 -1.4917  0.0344
C 0.5067 0.5712 1.4878  -0.1013
C 0.0796 0.1238 0.1100  -0.2729
C 0.3766 1.5759 0.4001  -0.1012
C 1.0128 -0.6524 -0.7237  -0.2327
C -2.1380 -1.2538 -0.9092  0.1691
H 1.2826 2.0040 -0.0204  0.1058
H 1.5030 0.2993 1.8261  0.1057
H -0.2557 0.5339 2.2591  0.1088
H -0.4784 2.2440 0.4054  0.1089
H -1.9035 -1.1033 -1.9824  -0.0479
H 2.0887 -0.3967 -0.6145  0.1365
H -1.7531 -2.2785 -0.7323  -0.0480
H -0.9818 -0.1475 -0.0143  0.0348

No. 6
Formula: C21H36AlBClFNO4
Source: the OMol25 dataset
Level of theory: the ωB97M-V functional and the def2-TZVPD basis

calculated total energy	-54545.2522	eV
net charge	-1
multiplicity	1

Last column: Löwdin charge in e.
Geometry (Å):
Cl 2.8589 0.2129 1.9093  0.5685
Al 0.6364 -1.2499 -1.4088  0.2312
F -0.1111 -3.2223 0.7238  -0.2008
O 1.5251 3.2264 -1.1896  0.0193
O -1.0815 -0.6810 -0.8889  -0.1903
O 1.5717 0.2500 -0.7603  -0.2423
O 4.7852 -3.0946 -3.1364  -0.1613
N 1.7632 3.2876 1.3592  -0.1810
C -2.0431 1.4560 0.3884  -0.1008
C 0.6558 0.9625 0.1917  -0.2774
C -3.5756 -2.0224 2.7188  -0.0609
C 0.3081 0.8315 2.9346  -0.2499
C 1.1305 -1.3475 -3.4043  -0.2205
C -5.1818 -1.6582 2.7641  -0.1021
C 3.1361 3.9166 1.1302  -0.1132
C -3.0244 0.4199 1.1950  -0.1062
C -1.0645 1.4846 -1.9801  -0.1700
C -2.0302 0.6056 -2.9945  -0.1224
C 0.8023 -3.0653 -0.4684  -0.2648
C -2.5821 -0.9691 1.9448  -0.0035
C 3.2984 -3.0482 -3.2667  -0.2397
C -0.8554 0.7489 -0.4927  -0.3369
C 0.7340 4.3143 1.7829  -0.1296
C 0.9954 0.1852 1.5944  -0.4911
C -4.6459 0.8099 1.2776  -0.0262
C 0.2504 -4.2030 -1.5632  -0.1364
C 0.5308 -0.2969 4.1485  -0.1560
C 2.7926 -1.4977 -3.4597  -0.2332
C -5.6650 -0.2506 2.0679  -0.0972
B 1.3042 2.5073 0.1108  -0.3734
H 1.0679 -5.0132 -1.7744  0.0617
H 0.6210 -2.2297 -3.9934  0.0504
H -5.8929 -2.4309 3.2950  0.0679
H 4.9384 -3.8481 -2.4863  0.0911
H 2.1074 2.6843 -1.7984  0.1137
H 3.6920 3.9946 2.1580  0.0949
H 0.6955 5.2763 1.0937  0.0971
H -0.8463 1.0104 2.8687  0.0887
H -0.6890 -4.7880 -1.1184  0.0870
H 1.9213 -3.3549 -0.1787  0.0967
H 2.9922 -3.6727 -4.2276  0.1261
H -0.1481 -3.6841 -2.5469  0.0558
H -1.4300 -1.2776 1.8960  0.0835
H 0.8070 1.8135 3.3295  0.1019
H -0.2568 -0.2055 5.0089  0.0698
H -1.3576 2.6142 -1.8947  0.1118
H 3.2636 -0.9646 -4.4019  0.1092
H 3.1784 -0.8724 -2.5189  0.1061
H -3.0628 0.3191 -2.5190  0.0824
H 0.9053 -0.3120 -3.9473  0.0677
H 3.0076 4.9637 0.6088  0.0942
H 1.0662 4.7173 2.8563  0.0968
H -5.0063 1.8120 0.7863  0.0746
H -1.5894 2.2063 1.1987  0.1053
H 3.7216 3.1768 0.4301  0.1002
H -0.3476 3.8498 1.9602  0.0916
H -2.7526 2.1256 -0.2924  0.1177
H 0.0177 1.4670 -2.4839  0.1061
H -3.1291 -2.9988 3.1841  0.0790
H 1.6093 -0.0531 4.5963  0.0640
H -6.7981 0.0371 2.1227  0.0573
H 0.7076 -0.9489 1.5684  0.0920
H -1.4751 -0.3470 -3.4509  0.0713
H 2.8638 -3.5876 -2.3225  0.0966
H 0.6282 -1.3928 3.7046  0.0814
H -2.2494 1.3012 -3.9390  0.0762

Among the records above, which one has the highest calculated total energy?
C5H8O

What is the formula in the fourth record?
CH4N3P

Look up the net charge of the fifth one.
0